(1)
{
  "formula": "C47H51Br4I2N7O3P2RbS",
  "method": "the ωB97M-V functional and the def2-TZVPD basis",
  "charge": -1,
  "energy_ha": -14427.03907,
  "e_homo_ha": -0.15776,
  "largest_force_ev_per_a": 2.050,
  "symbols": ["Rb", "C", "C", "N", "C", "C", "N", "C", "C", "N", "H", "H", "H", "H", "H", "H", "H", "H", "H", "H", "H", "H", "H", "H", "H", "C", "P", "C", "C", "C", "C", "C", "C", "C", "C", "C", "C", "C", "C", "C", "C", "C", "C", "C", "P", "C", "C", "C", "C", "C", "C", "C", "C", "C", "C", "C", "C", "N", "H", "H", "H", "H", "H", "H", "H", "H", "H", "H", "H", "H", "H", "H", "H", "H", "H", "H", "H", "H", "H", "H", "H", "H", "H", "H", "I", "C", "I", "H", "H", "Br", "C", "C", "Br", "C", "Br", "C", "O", "C", "O", "C", "Br", "O", "N", "C", "N", "C", "C", "N", "C", "S", "H", "H", "H", "H", "H", "H", "H", "H"],
  "coordinates": [[-0.468, 0.573, -0.295], [-3.876, 1.667, -2.118], [-3.542, 2.668, -1.002], [-2.147, 3.048, -0.978], [-1.703, 4.116, -1.845], [-1.666, 3.687, -3.319], [-1.062, 2.366, -3.484], [-1.810, 1.400, -4.285], [-2.408, 0.217, -3.501], [-2.893, 0.592, -2.180], [-3.904, 2.180, -3.080], [-4.884, 1.282, -1.940], [-3.757, 2.191, -0.045], [-4.216, 3.537, -1.095], [-1.821, 3.177, -0.031], [-0.694, 4.383, -1.517], [-2.325, 5.023, -1.775], [-1.106, 4.445, -3.879], [-2.682, 3.698, -3.730], [-0.926, 1.995, -2.551], [-1.172, 0.971, -5.066], [-2.605, 1.935, -4.813], [-1.635, -0.543, -3.359], [-3.183, -0.232, -4.145], [-3.237, -0.219, -1.680], [2.102, 1.024, -3.091], [2.666, 1.342, -1.353], [4.266, 0.485, -1.199], [5.275, 0.756, -2.122], [6.483, 0.079, -2.062], [6.699, -0.868, -1.069], [5.700, -1.138, -0.146], [4.487, -0.468, -0.214], [3.222, 3.084, -1.517], [4.394, 3.547, -0.923], [4.814, 4.857, -1.108], [4.058, 5.727, -1.880], [2.874, 5.285, -2.453], [2.459, 3.975, -2.271], [1.615, -0.362, -2.853], [1.095, -1.447, -3.530], [0.771, -2.397, -2.524], [1.117, -1.846, -1.299], [0.852, -2.413, 0.060], [2.321, -3.251, 0.826], [2.338, -4.840, -0.091], [3.581, -5.376, -0.420], [3.683, -6.573, -1.118], [2.535, -7.248, -1.504], [1.288, -6.723, -1.186], [1.191, -5.530, -0.487], [1.608, -3.734, 2.452], [1.462, -2.703, 3.385], [0.982, -2.955, 4.661], [0.652, -4.253, 5.034], [0.794, -5.286, 4.119], [1.266, -5.029, 2.837], [1.648, -0.602, -1.515], [2.967, 1.136, -3.752], [1.321, 1.717, -3.410], [5.121, 1.507, -2.888], [7.255, 0.293, -2.789], [7.643, -1.396, -1.020], [5.848, -1.884, 0.624], [3.707, -0.716, 0.491], [4.988, 2.882, -0.310], [5.727, 5.199, -0.636], [4.383, 6.750, -2.022], [2.264, 5.965, -3.035], [1.519, 3.657, -2.707], [0.951, -1.544, -4.595], [0.325, -3.370, -2.671], [0.014, -3.111, 0.009], [0.556, -1.637, 0.771], [4.477, -4.838, -0.134], [4.658, -6.972, -1.369], [2.609, -8.177, -2.055], [0.387, -7.245, -1.486], [0.211, -5.141, -0.238], [1.725, -1.687, 3.108], [0.864, -2.137, 5.360], [0.285, -4.455, 6.032], [0.535, -6.299, 4.400], [1.373, -5.847, 2.136], [-2.669, -4.193, 1.051], [-2.396, -3.094, 2.855], [-1.971, -1.031, 2.594], [-3.325, -3.188, 3.404], [-1.577, -3.563, 3.384], [-1.115, 4.915, 5.752], [-0.586, 4.277, 4.049], [0.456, 4.882, 3.364], [1.364, 6.367, 4.109], [0.822, 4.374, 2.113], [2.154, 5.245, 1.102], [0.221, 3.256, 1.516], [0.592, 2.825, 0.321], [-0.885, 2.624, 2.227], [-1.561, 1.649, 1.718], [-1.241, 3.193, 3.469], [-2.723, 2.382, 4.336], [1.741, 0.566, 1.079], [2.183, 1.533, 0.564], [-7.475, -1.722, 2.125], [-6.389, -0.840, 2.456], [-6.458, 0.006, 3.636], [-5.156, 0.802, 3.543], [-4.854, 0.695, 2.125], [-5.500, -0.345, 1.551], [-5.240, -0.920, 0.008], [-7.620, -2.447, 2.927], [-7.229, -2.244, 1.203], [-8.408, -1.164, 1.981], [-6.514, -0.598, 4.543], [-7.344, 0.653, 3.598], [-4.363, 0.348, 4.144], [-5.271, 1.842, 3.844], [-3.950, 0.981, 1.769]],
  "mulliken_charge": [0.157, -1.098, -0.140, 0.601, -0.500, -0.913, 0.495, -0.972, -0.480, 0.346, 0.254, 0.639, -0.397, 0.349, -0.243, 0.039, 0.429, 0.489, 0.426, -0.698, 0.392, 0.415, 0.053, 0.429, 0.066, -1.162, 2.487, -0.348, -0.058, -0.938, -0.541, -0.718, -0.279, 0.381, -0.451, -0.849, -0.593, -0.677, -0.348, 0.338, -2.021, -0.312, -1.588, 1.461, 0.216, 0.395, -0.670, -0.566, -0.565, -0.740, 0.410, 0.395, -0.265, -0.680, -0.609, -0.657, -0.450, 0.697, 0.793, 0.651, 0.415, 0.395, 0.385, 0.435, 0.353, 0.437, 0.366, 0.361, 0.425, 0.242, 0.525, 0.622, 0.271, -0.531, 0.345, 0.390, 0.361, 0.429, 0.146, 0.396, 0.431, 0.340, 0.386, 0.361, -0.041, -0.664, 0.120, 0.601, 0.058, -0.240, -0.003, -0.007, -0.234, 0.105, -0.061, -0.468, 0.346, -0.419, -0.211, 0.241, -0.021, 0.200, -0.845, -1.040, 0.142, -0.863, -0.538, 0.286, 0.291, -0.537, 0.286, 0.343, 0.323, 0.374, 0.305, 0.256, 0.426, -0.074]
}

---

(2)
{
  "formula": "C47H51N6O3PZr",
  "method": "the ωB97M-V functional and the def2-TZVPD basis",
  "e_above_lowest_kj_mol": 0.0,
  "charge": 2,
  "energy_ha": -2763.91501,
  "e_homo_ha": -0.48292,
  "largest_force_ev_per_a": 0.548,
  "symbols": ["Zr", "N", "C", "C", "C", "C", "C", "C", "P", "C", "C", "C", "C", "C", "C", "C", "C", "C", "C", "C", "C", "H", "H", "H", "H", "H", "H", "H", "H", "H", "H", "H", "H", "H", "H", "H", "H", "O", "N", "N", "O", "C", "C", "C", "C", "C", "C", "H", "H", "H", "H", "H", "C", "C", "C", "C", "C", "C", "C", "C", "N", "C", "C", "C", "C", "N", "C", "C", "C", "C", "C", "C", "C", "C", "H", "H", "H", "H", "H", "H", "H", "H", "H", "H", "H", "H", "H", "H", "H", "H", "H", "H", "H", "H", "H", "H", "H", "H", "N", "C", "O", "C", "C", "H", "H", "H", "H", "H", "H"],
  "coordinates": [[0.011, -0.041, 0.270], [-1.334, 1.505, -0.993], [-2.753, 1.426, -0.709], [-3.460, 2.515, -0.236], [-4.814, 2.370, 0.042], [-5.448, 1.152, -0.165], [-4.730, 0.066, -0.652], [-3.375, 0.198, -0.923], [-2.239, -1.111, -1.441], [-2.025, -0.831, -3.225], [-1.223, -1.721, -3.942], [-0.951, -1.494, -5.281], [-1.462, -0.368, -5.916], [-2.262, 0.519, -5.213], [-2.550, 0.287, -3.873], [-3.099, -2.688, -1.263], [-3.931, -3.193, -2.264], [-4.567, -4.410, -2.085], [-4.375, -5.129, -0.911], [-3.547, -4.632, 0.085], [-2.906, -3.414, -0.088], [-1.173, 1.391, -1.998], [-0.995, 2.444, -0.778], [-2.968, 3.472, -0.097], [-5.379, 3.216, 0.409], [-6.503, 1.051, 0.045], [-5.220, -0.886, -0.813], [-0.818, -2.600, -3.455], [-0.338, -2.195, -5.832], [-1.246, -0.192, -6.961], [-2.681, 1.385, -5.709], [-3.206, 0.969, -3.345], [-4.073, -2.637, -3.183], [-5.212, -4.801, -2.860], [-4.869, -6.082, -0.776], [-3.393, -5.199, 0.994], [-2.249, -3.025, 0.680], [0.969, -0.938, -1.426], [0.995, -2.226, -1.566], [0.572, -2.833, -0.547], [0.147, -2.165, 0.500], [0.615, -4.267, -0.471], [0.948, -5.009, -1.597], [0.985, -6.388, -1.489], [0.695, -7.006, -0.278], [0.367, -6.244, 0.832], [0.322, -4.861, 0.745], [1.173, -4.518, -2.533], [1.240, -6.983, -2.355], [0.726, -8.084, -0.203], [0.147, -6.725, 1.775], [0.083, -4.250, 1.602], [1.568, 4.399, 0.584], [1.069, 4.017, -0.787], [0.479, 5.013, -1.564], [0.136, 4.789, -2.884], [0.429, 3.568, -3.468], [0.992, 2.533, -2.730], [1.335, 1.244, -3.433], [1.248, 2.751, -1.368], [1.644, 1.635, -0.539], [2.849, 1.581, -0.116], [3.938, 2.527, -0.504], [3.200, 0.444, 0.796], [4.615, 0.317, 1.254], [2.253, -0.358, 1.111], [2.581, -1.595, 1.777], [2.105, -1.818, 3.073], [1.350, -0.756, 3.822], [2.371, -3.040, 3.674], [3.078, -4.025, 3.004], [3.542, -3.785, 1.725], [3.318, -2.567, 1.089], [3.902, -2.361, -0.286], [2.459, 5.022, 0.481], [1.822, 3.551, 1.213], [0.824, 4.994, 1.114], [0.321, 5.989, -1.124], [-0.312, 5.580, -3.471], [0.234, 3.409, -4.521], [1.631, 1.463, -4.458], [0.484, 0.559, -3.486], [2.142, 0.706, -2.945], [3.608, 3.230, -1.263], [4.791, 1.967, -0.889], [4.290, 3.085, 0.366], [4.950, 1.265, 1.679], [5.274, 0.096, 0.413], [4.723, -0.466, 1.999], [1.871, 0.202, 3.811], [1.209, -1.053, 4.860], [0.359, -0.599, 3.388], [2.028, -3.214, 4.687], [3.278, -4.973, 3.485], [4.101, -4.550, 1.202], [3.780, -3.265, -0.883], [4.975, -2.169, -0.219], [3.446, -1.538, -0.833], [-2.874, -0.192, 3.446], [-2.012, 0.258, 2.554], [-1.679, -0.475, 1.581], [-1.413, 1.621, 2.675], [-0.146, 1.715, 1.817], [-3.316, -1.089, 3.307], [-3.161, 0.376, 4.226], [-1.271, 1.871, 3.730], [-2.190, 2.303, 2.310], [0.736, 1.765, 2.459], [-0.163, 2.663, 1.278]],
  "mulliken_charge": [-1.113, 0.653, -0.303, -0.480, -0.742, -0.926, -0.917, -0.138, 3.756, 0.078, -0.555, -0.692, -0.696, -0.696, -0.470, 0.113, -0.690, -0.704, -0.755, -0.623, -0.031, -0.311, -0.116, 0.632, 0.447, 0.467, 0.545, 0.472, 0.467, 0.438, 0.507, 0.374, 0.490, 0.458, 0.428, 0.467, 0.209, 0.184, -2.194, 2.085, 0.288, -0.122, -0.302, -0.947, -0.692, -1.223, 0.171, 0.555, 0.492, 0.485, 0.528, 0.571, -1.929, 1.716, -1.198, -1.162, -0.571, 1.328, -1.167, -1.999, 2.301, 1.018, -2.566, 1.177, -2.743, 0.966, -0.894, 1.145, -1.320, -1.032, -1.187, -0.839, 1.995, -1.823, 0.412, 0.173, 0.535, 0.553, 0.497, 0.559, 0.711, -0.024, 0.030, 0.388, 0.635, 0.398, 0.671, 0.395, 0.383, 0.229, 0.642, 0.120, 0.470, 0.497, 0.518, 0.500, 0.412, 0.071, -0.286, 0.344, 0.378, -1.538, -0.071, 0.264, 0.251, 0.496, 0.412, 0.621, 0.216]
}